Entry 1:
Molecular formula: C4H6Br2N4OS
Method: DFT, the ωB97M-V functional and the def2-TZVPD basis

Geometry as XYZ:
```
18
Properties=species:S:1:pos:R:3:forces:R:3:lowdin_charge:R:1
Br -0.692 -2.149 2.315 0.1720 -0.0475 0.1785 0.780
Br -1.109 2.484 -3.272 0.3959 0.1286 -0.6223 -0.071
S 2.588 -2.285 0.348 0.4092 0.1138 0.3134 0.826
O -1.715 1.938 -0.388 -0.2477 -0.3521 0.0658 -0.010
N -0.480 1.431 -0.719 1.2890 -0.2740 0.6562 0.037
N 1.437 0.228 -0.079 0.1463 -0.2832 -0.6898 0.098
N -0.155 0.448 1.418 -0.5730 -0.9675 -0.0674 0.098
N -3.474 0.684 -1.569 -0.2387 -0.1105 0.0003 0.181
C 0.199 0.761 0.147 0.1746 0.5757 0.9454 -0.347
C 1.213 -1.164 0.422 -0.5525 0.3444 -0.0900 -0.730
C 0.579 -0.807 1.775 -0.3048 0.4782 -0.2273 -0.675
C -2.605 1.317 -1.164 -0.2153 0.1747 0.4332 -0.462
H -0.181 1.660 -1.709 -0.5323 0.5800 -0.7868 -0.091
H 1.818 0.313 -1.014 -0.1007 -0.0660 -0.0555 0.153
H 2.068 -3.112 -0.563 -0.1157 0.0532 -0.0395 -0.115
H 1.268 -0.602 2.587 0.1068 -0.2223 0.0094 0.104
H 0.383 -1.558 -0.169 0.2023 -0.4545 -0.0157 0.100
H -1.144 0.411 1.634 -0.0153 0.3291 -0.0079 0.122
```
Forces are in eV/Å.

## Properties
calculated total energy	-163169.7237	eV
E_LUMO	-0.44	eV
orbital gap	7.73	eV
total charge	0

***

Entry 2:
Molecular formula: C12H17Br6NO2
Method: DFT, the ωB97M-V functional and the def2-TZVPD basis

Geometry as XYZ:
```
38
Properties=species:S:1:pos:R:3:forces:R:3:lowdin_charge:R:1
Br -19.651 16.252 6.417 2.3454 -1.7571 -0.6220 0.711
Br -18.116 16.910 11.307 2.1709 -8.9244 3.7075 0.517
Br -19.608 12.712 9.554 0.8897 1.2975 -0.0597 0.556
Br -18.885 18.785 10.167 -3.8719 8.8512 -5.3000 0.473
Br -22.039 17.663 6.859 -2.2384 1.1763 0.5713 0.569
Br -15.438 14.805 7.930 -0.5046 0.4186 -0.4699 0.649
O -14.716 15.650 3.004 -0.4059 -0.2571 0.3594 0.116
O -15.647 15.187 4.918 2.5376 -0.1827 -3.4343 -0.054
N -15.225 14.880 3.791 0.4122 -0.2790 0.1321 -0.279
C -14.843 11.597 1.817 0.4247 0.8889 1.5655 -0.055
C -18.426 14.329 9.890 -0.7853 0.6444 2.0193 -0.616
C -19.146 15.236 10.943 0.2259 -1.5793 0.2879 -0.597
C -21.118 18.716 8.235 0.4449 0.7678 -0.2933 -0.617
C -15.835 12.479 4.259 -0.2449 -0.0529 0.7150 0.018
C -15.897 11.096 3.952 -0.3852 1.5581 -1.9289 -0.047
C -15.475 10.693 2.679 0.7764 0.3584 0.7781 -0.076
C -14.734 12.955 2.205 -0.3382 0.1256 -0.3484 0.002
C -17.075 15.121 6.836 -1.3109 -1.4340 1.4993 -0.664
C -19.955 17.912 8.721 0.9622 -0.1433 0.8469 -0.705
C -15.299 13.454 3.396 0.0639 -2.5371 -0.2955 -0.109
C -17.880 16.303 7.274 1.4832 0.8355 -1.0115 -0.634
H -17.530 13.969 10.396 -0.0116 -0.2225 -0.5802 0.048
H -20.796 19.614 7.707 0.0131 -0.0820 0.1549 0.061
H -18.199 14.950 9.024 -0.3147 -1.1033 0.0505 -0.025
H -20.165 15.459 10.626 0.2478 0.6581 -0.1906 0.042
H -16.797 15.057 5.784 -1.1277 0.3430 1.4865 -0.021
H -19.285 14.727 11.896 0.3195 -0.1273 -0.1062 0.046
H -15.506 9.624 2.532 -0.0036 -0.0189 -0.6701 0.103
H -16.439 10.323 4.477 0.1905 0.4616 0.8869 0.107
H -14.204 11.268 1.010 -0.4908 -0.0596 -0.4010 0.104
H -17.401 17.217 6.923 -0.1104 0.1029 -0.4017 0.086
H -19.202 17.688 7.966 -0.7749 1.1411 0.8597 -0.077
H -17.890 16.493 8.347 -0.5471 -0.5221 -0.0317 0.013
H -14.203 13.625 1.545 0.0248 0.1384 0.0211 0.111
H -21.796 19.017 9.034 -0.1477 -0.3684 -0.2279 0.068
H -17.677 14.242 7.066 0.0932 -0.2196 0.0749 0.036
H -20.303 16.953 9.105 0.1380 0.0831 0.2462 0.039
H -16.179 12.812 5.227 -0.1500 0.0202 0.1099 0.100
```
Forces are in eV/Å.

## Properties
calculated total energy	-438550.3702	eV
E_LUMO	-1.14	eV
orbital gap	5.74	eV
total charge	0

***

Entry 3:
Molecular formula: C21H43BO2P2W
Method: DFT, the ωB97M-V functional and the def2-TZVPD basis

Geometry as XYZ:
```
70
Properties=species:S:1:pos:R:3:forces:R:3:mulliken_spin:R:1
W -1.184 -2.187 -0.712 3.6047 1.7522 1.6207 1.188
P -0.296 1.013 -3.297 1.4211 1.1532 -2.3070 0.124
P -0.254 -2.343 -2.776 2.3409 -1.0162 -5.7438 -0.034
O -1.788 -0.221 3.311 0.8144 -1.8081 -2.8377 0.012
O 0.410 0.393 3.059 -0.2711 -2.2906 -2.1477 0.013
C 1.949 -0.999 -1.282 -0.8869 0.2054 1.0179 -0.123
C 0.944 2.413 -3.523 -0.0297 -0.0137 0.1130 0.012
C -1.796 1.962 -3.836 -0.0410 -0.2014 -0.1164 0.031
C -2.468 1.002 5.289 0.0803 -0.0521 -0.2358 0.000
C -0.665 -1.340 -4.484 -0.2680 0.0903 1.5552 0.012
C 2.769 1.054 -0.172 0.3098 -0.7153 -0.4084 -0.015
C -1.037 -0.167 -0.730 -1.5845 1.9557 0.2026 -0.098
C 1.411 -2.946 -3.552 -0.9737 -0.1110 1.2069 -0.004
C 1.646 1.881 0.288 0.0282 3.3436 1.3774 0.022
C 0.187 -0.073 -4.683 -0.5495 -0.0359 -0.2274 0.007
C -1.016 -1.036 5.430 -0.0866 -0.0597 -0.1999 0.000
C -0.625 1.349 -0.526 -2.3710 -0.7311 0.3021 0.000
C -1.340 0.239 4.630 0.4045 -0.4439 1.0271 0.008
C -1.336 -3.785 -3.103 -0.0475 -0.0982 -0.2342 0.023
C -0.318 2.532 3.905 0.1821 -0.5115 0.3400 0.000
C 0.615 -1.009 -1.458 -1.0182 -0.5824 1.4837 0.586
C 0.313 1.977 0.420 1.0240 -1.6605 -0.4899 0.011
C -0.066 1.064 4.260 -0.3541 0.6167 0.3605 0.006
C 1.054 0.976 5.256 -0.1408 0.0939 0.1498 0.000
C 2.635 0.299 -1.481 -0.0809 -0.1525 -0.6012 0.073
C -0.098 -2.366 1.234 -0.5946 -0.3055 0.3293 -0.030
B -0.612 -0.382 2.627 0.1995 2.1762 2.6201 0.025
H -2.104 1.316 6.286 -0.4078 0.0644 -0.4950 0.000
H -0.196 -1.631 4.991 -0.1794 0.3290 0.1279 0.000
H 0.635 2.921 3.521 -0.3912 0.1173 0.0541 0.000
H 1.339 -0.060 5.469 -0.0133 0.3600 0.0623 0.000
H 2.547 -1.780 -0.757 -0.6339 0.1402 -0.6472 0.036
H -0.155 2.551 1.210 0.4516 0.6982 -0.4400 0.003
H -3.329 0.324 5.404 0.3199 0.3445 0.0819 0.000
H 3.619 0.196 -1.924 0.2545 -0.2838 -0.0784 0.002
H -1.206 -4.440 -2.228 -0.1442 -0.3342 -0.5287 0.005
H -0.476 -2.056 -5.297 -0.3059 -0.1103 0.5040 0.001
H 0.924 3.066 -2.642 -0.0026 -0.0135 -0.1254 -0.001
H 2.962 0.437 0.732 0.2602 -0.1588 -0.6494 0.002
H -1.767 -0.601 0.300 0.0743 1.3442 -1.1967 0.140
H -1.118 2.662 3.164 0.1412 0.0455 0.2965 0.000
H 1.283 -0.260 -4.644 -0.7205 0.0200 0.0449 -0.004
H -0.038 0.416 -5.653 0.1374 -0.4073 0.3281 -0.001
H -0.758 -0.780 6.456 0.1156 -0.0238 -0.0291 0.000
H 0.728 3.034 -4.407 -0.1471 -0.3344 0.2721 0.002
H 0.772 -2.947 0.862 0.1977 0.9807 0.9130 0.005
H 1.905 1.525 4.847 -0.0023 -0.0873 0.2708 0.000
H -1.675 -0.054 -1.717 0.2732 -0.4117 1.4574 0.000
H 0.186 -3.151 -1.033 -0.4877 -1.0928 -0.0431 -0.029
H -1.753 -1.102 -4.404 0.6911 -0.0932 -0.4400 0.001
H 2.135 2.795 0.680 -0.3535 -0.6591 1.0055 -0.001
H 2.125 -2.106 -3.630 -0.4624 -0.5089 0.0963 0.005
H -2.763 1.853 4.659 0.0360 -0.1829 0.4952 0.000
H 1.976 2.053 -3.630 -0.3685 0.0182 -0.0537 -0.002
H -0.418 1.750 -1.506 0.8356 -0.4048 0.0981 0.012
H -2.619 1.248 -4.030 0.2236 0.5436 0.0840 -0.002
H -2.376 -3.435 -3.152 0.0576 -0.4117 -0.3942 -0.006
H -0.982 -4.269 -4.034 -0.6722 -0.0240 0.4326 0.017
H 1.775 -3.717 -2.851 0.2049 0.2412 -0.5283 -0.001
H -0.560 3.031 4.855 -0.0530 0.1565 -0.5358 0.000
H 2.042 0.916 -2.160 0.2705 -0.2455 0.2622 -0.040
H -0.419 -2.879 2.195 -0.1151 0.5384 -1.2686 -0.004
H 0.320 -1.298 1.492 -0.0803 -0.2142 0.0892 0.012
H -1.581 1.892 -0.508 -0.3780 -0.3945 0.9987 -0.009
H 0.676 1.483 6.148 0.4431 -0.1815 0.1842 0.000
H 1.185 -3.372 -4.550 0.1139 0.1632 0.7036 -0.001
H -1.893 -1.691 5.472 0.0429 0.2550 -0.0829 0.000
H 3.668 1.645 -0.335 -0.1406 0.4384 0.5170 -0.001
H -1.583 2.569 -4.741 -0.1952 -0.4258 0.5157 0.006
H -2.069 2.645 -3.005 -0.0012 -0.3924 -0.5159 0.001
```
Forces are in eV/Å.

## Properties
calculated total energy	-47620.4265	eV
E_LUMO (spin up / spin down)	-7.45 / -7.57	eV
multiplicity	3
orbital gap (spin up / spin down)	5.54 / 6.30	eV
total charge	+2

***

Entry 4:
Molecular formula: C5H10N
Method: DFT, the ωB97M-V functional and the def2-TZVPD basis

Geometry as XYZ:
```
16
Properties=species:S:1:pos:R:3:forces:R:3:lowdin_charge:R:1
N -1.603 0.635 0.077 2.2949 -1.4689 -0.7213 0.034
C -2.193 -0.592 0.017 -2.1058 0.0601 1.7369 -0.149
C -3.514 -0.743 -0.246 0.3327 -0.1751 0.5750 0.164
C 2.679 -0.102 0.334 -1.2392 -0.6421 0.0386 -0.085
C -0.166 0.662 0.172 -3.9867 3.7384 -0.7965 0.144
C 3.773 -0.115 -0.409 -0.0969 0.2107 0.9540 -0.018
H 2.359 -0.976 0.889 0.2191 -0.2417 -0.0900 0.055
H -2.080 1.489 -0.232 0.1171 -0.6225 -1.2447 0.183
H 4.324 -1.040 -0.360 0.5534 0.1416 -0.3648 0.061
H 1.915 0.660 0.391 0.9142 0.6921 0.0397 -0.020
H -3.927 -1.738 -0.236 -0.0226 -0.1276 -0.1226 0.088
H -1.584 -1.424 0.342 0.2016 -0.0023 -0.4326 0.142
H 0.106 1.264 -0.698 0.8743 0.4012 0.5368 0.098
H -4.222 0.067 -0.359 0.2117 0.1883 -0.4025 0.092
H 4.173 0.797 -0.826 0.0241 -0.2346 -0.5454 0.063
H -0.041 1.155 1.144 1.7081 -1.9176 0.8393 0.147
```
Forces are in eV/Å.

## Properties
calculated total energy	-6823.5403	eV
E_LUMO	-8.28	eV
orbital gap	5.09	eV
total charge	+1

***

Entry 5:
Molecular formula: C4H3NO2
Method: DFT, the ωB97M-V functional and the def2-TZVPD basis

Geometry as XYZ:
```
10
Properties=species:S:1:pos:R:3:forces:R:3:lowdin_charge:R:1
O -1.852 0.057 0.056 2.2360 1.3463 -0.2714 -0.128
O 1.576 0.736 0.068 2.4273 1.7292 -0.2490 0.018
N -1.155 -1.214 0.044 1.0034 1.7122 -0.3868 0.114
C 1.684 -0.639 0.137 -0.0161 -3.5034 0.1350 -0.046
C 0.053 -0.814 -0.200 3.1554 1.3457 -0.4636 -0.122
C -0.839 1.139 0.005 -4.7779 2.1411 2.0069 0.011
C 0.344 0.621 -0.345 -6.1562 -0.4309 1.4366 -0.336
H -1.393 2.212 0.589 2.1385 -3.5630 -2.4763 0.220
H 1.813 -0.981 1.177 0.5329 -0.0172 -0.6076 0.134
H 2.419 -0.917 -0.650 -0.5433 -0.7600 0.8762 0.136
```
Forces are in eV/Å.

## Properties
calculated total energy	-9774.6599	eV
E_LUMO	0.33	eV
orbital gap	9.80	eV
total charge	0